This record from the Open Molecules 2025 dataset describes a cluster of 2 separate species, C4H10N2O2 in total at a distorted geometry. The level of theory is the ωB97M-V functional and the def2-TZVPD basis.

LUMO (spin up / spin down), eV: -4.642 / -9.557
E_HOMO (spin up / spin down), eV: -13.39 / -12.88
DFT total energy, eV: -11375.364
Expectation value of S²: 0.758
Molar mass, g/mol: 118.1
HOMO-LUMO gap (spin up / spin down), eV: 8.748 / 3.320
Maximum force, eV Å⁻¹: 5.47

```
! wB97M-V def2-TZVPD RIJCOSX def2/J DEFGRID3
* xyz 1 2
C -0.67509 0.98027 2.71630
C 0.02647 -0.05791 1.92251
O 1.21094 -0.00456 1.49225
N -0.58223 -1.29288 1.52070
H -0.12800 -2.15957 1.23386
H -1.56256 -1.29017 1.63745
H -1.42362 0.52171 3.33344
H -1.26729 1.59821 2.07353
H 0.15958 1.42987 3.31503
C -0.02460 0.93265 -1.60897
C 0.15754 -0.23029 -2.59057
O -0.75345 -0.87015 -3.12455
N 1.41937 -0.88516 -2.60812
H 1.26645 -1.91228 -2.90139
H 2.19450 -0.42533 -2.26498
H -0.25173 1.91218 -2.11820
H 1.00620 1.15953 -1.11230
H -0.77248 0.59388 -0.91599
*
```

---

This record from the Open Molecules 2025 dataset describes a structure of composition C34H34F2N10ReS. The level of theory is the ωB97M-V functional and the def2-TZVPD basis.

LUMO (spin up / spin down), eV: -7.262 / -7.125
E_HOMO (spin up / spin down), eV: -12.79 / -12.79
DFT total energy, eV: -69097.901
Expectation value of S²: 0.819
Molar mass, g/mol: 839.0
HOMO-LUMO gap (spin up / spin down), eV: 5.527 / 5.663
Maximum force, eV Å⁻¹: 0.54

```
! wB97M-V def2-TZVPD RIJCOSX def2/J DEFGRID3
* xyz 2 2
Re -1.44653 -0.52982 0.10874
C 3.07424 4.55497 0.32432
C 2.36018 3.25629 0.56701
C 2.97673 2.02895 0.32593
C 2.29601 0.83863 0.48722
C 0.97246 0.83524 0.91758
N 0.27229 -0.42044 1.00514
C 0.83633 -1.27759 1.98236
C 1.70548 -0.77663 2.96437
C 2.29406 -1.59749 3.89896
C 2.03308 -2.96620 3.92284
C 2.65005 -3.86003 4.95771
C 1.13385 -3.46292 2.99461
C 0.54612 -2.64097 2.04124
N -0.39117 -3.21983 1.15810
C -0.51167 -4.52017 0.84762
C -1.72230 -4.70126 0.21371
C -2.29354 -3.44127 0.17396
N -1.48628 -2.52434 0.74015
C 0.36732 2.04915 1.20381
C 1.04565 3.24675 1.00799
N -0.94582 2.09000 1.74975
C -1.45709 3.02410 2.57154
C -2.75092 2.66315 2.87321
C -2.95441 1.47114 2.19023
N -1.85476 1.11635 1.51498
H 4.14858 4.40519 0.23474
H 2.72184 5.01520 -0.60169
H 2.89551 5.26410 1.13232
H 4.00604 2.00687 -0.01176
H 2.76261 -0.11310 0.26136
H 1.92503 0.27970 2.98825
H 2.96209 -1.16611 4.63391
H 3.67830 -3.56600 5.16390
H 2.09507 -3.79506 5.89587
H 2.64695 -4.90065 4.63796
H 0.86331 -4.50921 3.03766
H 0.26622 -5.22199 1.09293
H -2.12107 -5.61980 -0.17941
H -3.20295 -3.13342 -0.31097
H 0.53862 4.18610 1.19271
H -0.85859 3.85590 2.90094
H -3.43926 3.18172 3.51696
H -3.83033 0.84548 2.18488
C 1.04046 3.60332 -3.15943
C 1.41622 2.36987 -2.64818
C 0.47828 1.56104 -2.02823
C -0.83760 1.99606 -1.93885
C -1.22993 3.23163 -2.45826
C -0.28009 4.03269 -3.06144
N -1.79111 1.14276 -1.30057
N -2.98023 1.39176 -1.58398
C -3.95424 0.60765 -0.94115
C -5.27829 0.91399 -1.18271
C -6.25033 0.19555 -0.50006
C -5.85771 -0.78783 0.39444
C -4.50904 -1.04722 0.56102
N -3.56516 -0.37310 -0.10877
H 1.77441 4.23782 -3.63977
H 2.43957 2.02772 -2.72981
H 0.76118 0.58160 -1.67524
H -2.25415 3.56316 -2.37605
H -0.56748 4.99588 -3.46039
H -5.52092 1.70216 -1.88060
H -7.29896 0.40839 -0.65902
H -6.58270 -1.36008 0.95559
H -4.15893 -1.80797 1.24597
F -0.58674 -0.90578 -2.80473
C -1.21090 -1.57464 -1.78820
F -2.48813 -1.83473 -2.27733
H -0.69136 -2.52824 -1.68259
C 3.00621 -0.86606 -4.75855
N 2.36351 -1.45473 -3.59816
C 2.96304 -1.72269 -2.43577
N 4.26751 -1.38277 -2.32420
S 2.14081 -2.42264 -1.13968
H 2.27433 -0.79128 -5.55729
H 3.82545 -1.49054 -5.12096
H 3.38263 0.13710 -4.54451
H 1.37864 -1.65822 -3.62718
H 4.81712 -1.16446 -3.13992
H 4.75729 -1.77781 -1.53900
*
```

---

This record from the Open Molecules 2025 dataset describes the molecule C10H18OS at a distorted geometry. The level of theory is the ωB97M-V functional and the def2-TZVPD basis.

LUMO, eV: 0.519
E_HOMO, eV: -8.24
DFT total energy, eV: -23542.141
Molar mass, g/mol: 186.3
Structure (SMILES): CC1=CC[C@@H](C(C)(C)SO)CC1
HOMO-LUMO gap, eV: 8.755
Maximum force, eV Å⁻¹: 3.02

```
! wB97M-V def2-TZVPD RIJCOSX def2/J DEFGRID3
* xyz 0 1
C 0.85122 -0.47206 1.06821
C -1.00309 -0.44600 -0.70546
C -0.21860 -0.80579 2.04752
C -1.60183 -1.53791 0.14766
C 0.21257 0.28557 -0.06863
C -1.40249 -1.37348 1.65685
C 1.26430 0.81294 -1.04509
C -2.45994 -1.87808 2.60275
C 2.58399 1.27437 -0.34751
C 0.82728 2.04280 -1.83279
O 2.16976 0.12613 -3.51267
S 1.65517 -0.66639 -2.09532
H 1.73537 0.10973 1.51027
H 1.43723 -1.30977 0.81440
H -0.52922 -0.81676 -1.63655
H -1.80880 0.29158 -0.95427
H 1.90810 -0.38655 -4.30101
H -0.17534 -0.57052 3.12343
H -2.58391 -1.72018 -0.12965
H -1.26817 -2.55463 -0.01814
H -0.32735 1.05473 0.43808
H -2.14202 -1.55363 3.60679
H -2.64636 -2.88072 2.45358
H -3.45095 -1.48546 2.46816
H 2.43944 2.08334 0.39259
H 3.06229 1.67572 -1.26448
H 3.11174 0.46926 0.21443
H 0.42883 2.63786 -0.99414
H 0.12772 1.79691 -2.55215
H 1.61208 2.72295 -2.27038
*
```